(i)
Below is a cluster of 2 separate species, C9H16N3O in total, with properties calculated with the ωB97M-V functional and the def2-TZVPD basis.

As for the charge: +1. The value obtained for the HOMO energy is -11.6 eV.

```
29
Properties=species:S:1:pos:R:3:mulliken_charge:R:1
C -2.552 1.765 0.823 -1.434
C -1.336 0.962 1.180 0.742
C -0.050 1.345 0.834 -0.564
C -1.467 -0.179 1.988 -0.677
C 1.024 0.518 1.164 -0.266
C -0.397 -0.968 2.362 -0.806
C 0.868 -0.651 1.877 0.268
O 1.993 -1.409 2.044 -0.509
H -3.406 1.530 1.440 0.396
H -2.933 1.663 -0.194 0.260
H 0.041 2.169 0.143 0.423
H -2.460 -0.360 2.377 0.354
H 1.987 0.975 0.982 0.812
H -0.636 -1.795 3.006 0.375
H 1.828 -2.106 2.653 0.302
H -2.303 2.816 0.975 0.367
C 1.171 -2.089 -1.195 -0.977
C 0.551 0.156 -1.998 0.590
N 0.278 -1.138 -1.839 -0.108
N 1.768 0.636 -1.755 -0.301
N -0.361 0.865 -2.653 -0.415
H -0.445 -1.581 -2.361 0.211
H 2.328 0.175 -1.058 0.283
H 1.946 1.607 -1.948 0.274
H -1.209 0.440 -2.985 0.180
H -0.336 1.860 -2.800 0.225
H 1.813 -1.701 -0.418 0.337
H 1.724 -2.655 -1.947 0.322
H 0.571 -2.849 -0.697 0.333
```

***

(ii)
Below is the ion C9H16N3O with charge +1, with properties calculated with the ωB97M-V functional and the def2-TZVPD basis.

As for the charge: +1. The structure (SMILES) is CN1CC[N@@H+](C)/C1=C1/CNC(=O)C1. The value obtained for the HOMO energy is -11.8 eV.

```
29
Properties=species:S:1:pos:R:3:mulliken_charge:R:1
C -1.832 -1.151 1.488 -0.876
N -0.502 -0.750 1.336 0.076
C 0.444 -0.875 2.411 -0.772
C 1.630 -0.069 2.010 -0.579
N 1.488 -0.055 0.544 0.213
C 2.210 -1.151 -0.082 -0.790
C 0.040 -0.125 0.262 0.826
C -0.427 0.415 -0.882 -0.309
C -1.917 0.804 -1.236 -0.845
N -1.898 1.472 -2.433 -0.101
C -0.681 1.742 -3.059 0.168
O -0.509 2.357 -4.090 -0.570
C 0.395 1.178 -2.044 -0.872
H -2.297 -1.064 0.511 0.219
H -1.816 -2.305 1.865 0.307
H -2.384 -0.544 2.289 0.299
H 0.631 -2.008 2.435 0.378
H 0.112 -0.618 3.391 0.420
H 1.607 0.954 2.421 0.376
H 2.641 -0.456 2.284 0.378
H 1.806 0.793 0.148 0.373
H 3.186 -0.858 -0.633 0.332
H 2.076 -2.029 0.615 0.311
H 1.473 -1.480 -0.958 0.340
H -2.487 -0.112 -1.210 0.434
H -2.345 1.545 -0.493 0.247
H -2.763 1.687 -2.917 0.216
H 0.856 1.953 -1.432 0.384
H 1.264 0.749 -2.540 0.416
```

***

Which of them is least stable? Easy: (ii).

***

(i)
Below is a cluster of 2 separate species, C6H12NO in total, with properties calculated with the ωB97M-V functional and the def2-TZVPD basis.

Its spin multiplicity is 2. As for the charge: 0. The value obtained for the HOMO energy (spin up / spin down) is -8.5 / -8.5 eV.

```
20
Properties=species:S:1:pos:R:3:mulliken_spin:R:1
C 3.532 0.011 -0.101 0.001
C 1.835 0.014 0.186 -0.001
C 0.958 -0.282 -0.893 0.005
C -3.601 0.665 0.748 -0.014
C -4.078 -0.025 -0.614 0.880
C -2.903 -0.492 0.090 0.020
O -1.695 -0.221 -0.560 0.013
N 4.341 0.062 0.973 -0.003
H 3.680 0.726 -0.927 0.000
H 3.669 -0.954 -0.604 0.000
H 1.778 1.028 0.569 0.000
H 1.794 -0.624 1.073 0.000
H -3.955 0.586 1.772 0.015
H -3.158 1.601 0.408 0.034
H -5.011 -0.566 -0.690 0.030
H -2.805 -1.400 0.684 0.014
H -0.713 -0.182 -0.602 0.007
H 4.418 1.048 1.244 0.000
H 1.042 0.365 -1.755 0.000
H 0.870 -1.361 -1.001 0.001
```

***

(ii)
Below is an isolated molecule of C6H12NO, with properties calculated with the ωB97M-V functional and the def2-TZVPD basis.

Its spin multiplicity is 2. As for the charge: 0. The value obtained for the HOMO energy (spin up / spin down) is -7.7 / -8.8 eV.

```
20
Properties=species:S:1:pos:R:3:mulliken_spin:R:1
C 0.434 2.537 -0.415 0.026
O 1.735 1.929 -0.403 -0.003
C -0.627 1.611 0.199 0.017
C -1.031 0.398 -0.551 0.456
C -0.739 -0.873 -0.118 -0.104
C -1.161 -1.991 -0.838 0.556
C 0.786 -2.464 0.973 0.012
N 0.089 -1.177 1.045 -0.010
H 0.133 2.611 -1.495 -0.001
H 0.586 3.514 0.025 -0.001
H -1.500 2.306 0.305 0.028
H -0.361 1.191 1.167 0.005
H -1.749 0.516 -1.337 0.008
H 1.578 0.982 -0.306 0.002
H -0.995 -3.041 -0.772 0.011
H -1.787 -1.804 -1.698 0.006
H 1.450 -2.721 1.796 0.000
H 0.085 -3.290 1.100 -0.004
H 1.250 -2.648 -0.006 -0.003
H 0.814 -0.456 1.173 -0.001
```

***

Which of them is least stable? Easy: (i).

***

(i)
Below is a cluster of 4 separate species, C8H16Cl8 in total, with properties calculated with the ωB97M-V functional and the def2-TZVPD basis.

As for the charge: 0. The structure (SMILES) is ClCCCl.ClCCCl.ClCCCl.ClCCCl. The value obtained for the HOMO energy is -10.6 eV.

```
32
Properties=species:S:1:pos:R:3:mulliken_charge:R:1
Cl -1.438 -0.469 -2.610 -0.159
C 0.105 -0.164 -1.778 -0.408
C -0.093 0.775 -0.613 -0.596
Cl -1.013 -0.018 0.724 -0.190
H 0.857 0.269 -2.436 0.351
H 0.516 -1.091 -1.380 0.269
H -0.654 1.669 -0.873 0.455
H 0.836 1.058 -0.126 0.277
Cl -4.546 -2.120 -5.811 -0.177
C -5.533 -1.020 -4.842 -0.437
C -4.710 0.100 -4.209 -0.154
Cl -3.803 1.015 -5.457 -0.174
H -5.964 -1.650 -4.065 0.294
H -6.339 -0.577 -5.422 0.314
H -3.976 -0.259 -3.500 0.061
H -5.425 0.810 -3.799 0.287
Cl 2.341 2.165 3.629 -0.184
C 1.224 0.841 3.914 -0.072
C -0.220 1.270 3.797 -0.431
Cl -0.646 2.320 5.202 -0.211
H 1.386 0.377 4.885 0.336
H 1.469 0.092 3.162 0.002
H -0.903 0.426 3.831 0.299
H -0.422 1.817 2.883 0.256
Cl 2.751 -0.799 0.934 -0.166
C 4.452 -0.365 1.379 -0.490
C 5.010 -1.489 2.239 -0.429
Cl 4.190 -1.565 3.792 -0.151
H 4.495 0.581 1.910 0.250
H 4.973 -0.260 0.432 0.361
H 6.061 -1.274 2.452 0.301
H 5.017 -2.463 1.756 0.318
```

***

(ii)
Below is a structure of composition C8H16Cl8, with properties calculated with the ωB97M-V functional and the def2-TZVPD basis.

As for the charge: 0. The value obtained for the HOMO energy is -9.6 eV.

```
32
Properties=species:S:1:pos:R:3:mulliken_charge:R:1
Cl -2.539 -2.151 -0.365 -0.175
C -0.896 -2.023 -1.021 -0.061
C -0.307 -3.377 -0.803 -0.698
Cl 1.394 -3.468 -1.583 -0.226
H -0.328 -1.181 -0.627 0.277
H -0.972 -1.623 -2.032 0.365
H -0.874 -4.234 -1.167 0.424
H -0.059 -3.536 0.246 0.327
Cl -1.976 -0.781 -3.248 -0.255
C -1.022 0.368 -2.260 -0.242
C -1.798 1.681 -2.114 -0.636
Cl -0.962 2.812 -1.050 -0.144
H -0.045 0.592 -2.687 0.527
H -0.911 -0.118 -1.290 -0.706
H -2.782 1.385 -1.751 0.363
H -1.952 2.163 -3.080 0.390
Cl 0.663 1.032 0.230 -0.269
C -0.049 -0.311 1.174 -0.416
C -1.596 -0.233 1.014 0.061
Cl -2.520 1.334 1.340 -0.182
H 0.302 -0.136 2.192 0.518
H 0.352 -1.230 0.747 0.133
H -2.052 -0.938 1.710 0.513
H -1.832 -0.627 0.026 0.025
Cl 2.071 1.344 3.966 -0.222
C 2.160 1.974 2.331 0.320
C 3.550 1.702 1.727 -0.476
Cl 3.688 2.248 0.006 -0.178
H 2.039 3.057 2.321 0.402
H 1.338 1.470 1.823 -0.419
H 3.596 0.626 1.896 0.301
H 4.320 2.180 2.332 0.360
```

***

(iii)
Below is a cluster of 4 separate species, C8H16Cl8 in total, with properties calculated with the ωB97M-V functional and the def2-TZVPD basis.

As for the charge: 0. The structure (SMILES) is ClCCCl.ClCCCl.ClCCCl.ClCCCl. The value obtained for the HOMO energy is -10.7 eV.

```
32
Properties=species:S:1:pos:R:3:mulliken_charge:R:1
Cl 2.967 -2.320 -5.341 -0.206
C 2.271 -2.112 -3.672 -0.507
C 3.040 -2.888 -2.649 -0.173
Cl 2.492 -4.521 -2.575 -0.178
H 1.228 -2.453 -3.754 0.320
H 2.482 -1.081 -3.576 0.264
H 2.834 -2.423 -1.658 0.111
H 4.111 -3.000 -2.911 0.356
Cl -1.979 -0.910 5.807 -0.213
C -1.739 0.538 4.693 -0.422
C -0.382 0.579 4.126 -0.409
Cl -0.288 1.773 2.700 -0.178
H -2.057 1.314 5.404 0.335
H -2.399 0.362 3.856 0.253
H -0.213 -0.372 3.662 0.225
H 0.431 0.738 4.808 0.400
Cl 1.125 -2.618 0.778 -0.185
C 0.168 -1.347 0.003 0.132
C -1.325 -1.733 -0.269 -0.417
Cl -2.247 -1.616 1.290 -0.197
H 0.707 -1.246 -0.949 -0.061
H 0.263 -0.370 0.438 0.118
H -1.409 -2.756 -0.651 0.370
H -1.839 -1.075 -1.002 0.262
Cl 0.179 5.237 -0.376 -0.185
C -1.049 4.425 -1.362 -0.429
C -1.266 3.021 -0.882 -0.383
Cl 0.095 1.912 -1.166 -0.158
H -0.677 4.532 -2.348 0.319
H -1.947 4.976 -1.246 0.320
H -2.097 2.465 -1.363 0.305
H -1.479 2.968 0.185 0.210
```

***

Which of them is least stable? Easy: (ii).

***

(i)
Below is a cluster of 5 separate species, CH10O6 in total, with properties calculated with the ωB97M-V functional and the def2-TZVPD basis.

As for the charge: 0. The structure (SMILES) is O=CO.O.O.O.O. The value obtained for the HOMO energy is -11.0 eV.

```
17
Properties=species:S:1:pos:R:3:mulliken_charge:R:1
O 1.189 2.881 -0.294 -0.474
C 0.513 2.185 -0.983 0.185
O 0.725 0.854 -1.065 -0.375
H -0.292 2.459 -1.681 0.320
H 0.232 0.367 -1.740 0.360
O -2.535 -1.544 0.678 -0.612
H -1.758 -2.133 0.768 0.306
H -3.177 -2.098 1.143 0.293
O 0.274 -1.155 0.839 -0.661
H 1.114 -0.809 0.521 0.261
H -0.172 -0.328 1.026 0.371
O 2.149 0.789 2.164 -0.623
H 2.321 1.302 1.384 0.325
H 1.958 1.462 2.829 0.310
O -0.657 -1.148 -2.040 -0.685
H -1.310 -1.696 -2.452 0.312
H -0.573 -1.388 -1.097 0.388
```

***

(ii)
Below is a cluster of 5 separate species, CH10O6 in total, with properties calculated with the ωB97M-V functional and the def2-TZVPD basis.

As for the charge: 0. The structure (SMILES) is O=CO.O.O.O.O. The value obtained for the HOMO energy is -10.6 eV.

```
17
Properties=species:S:1:pos:R:3:mulliken_charge:R:1
O -0.605 0.761 1.102 -0.478
C -1.218 0.138 1.925 0.052
O -1.211 -1.149 2.200 -0.405
H -1.784 0.717 2.667 0.348
H -0.932 -1.691 1.419 0.436
O -0.742 -0.389 -1.941 -0.666
H -0.007 -0.125 -1.361 0.349
H -0.923 0.374 -2.515 0.286
O 2.068 0.134 -1.092 -0.574
H 2.613 0.679 -1.681 0.283
H 2.615 -0.069 -0.345 0.282
O 1.144 2.931 0.594 -0.622
H 0.423 2.312 0.781 0.431
H 1.073 3.288 -0.268 0.276
O -0.783 -2.433 -0.160 -0.641
H -0.625 -2.159 -1.087 0.365
H -1.106 -3.320 -0.239 0.278
```

***

Which of them is least stable? Easy: (i).